The ion C8H13N2O with charge +1. Source: OMol25; level of theory: ωB97M-V/def2-TZVPD.

Bonds (Å) are listed after each position.
Positions of all 24 atoms, in Å:
1 N -1.7427 1.5225 0.7587  C2 1.487, H12 1.082, H13 1.060
2 C -0.6479 0.5312 0.5888  N1 1.487, C3 1.361, C10 1.606
3 C 0.5048 0.3742 1.2955  C2 1.361, C4 1.508, H14 1.080
4 C 1.4988 -0.6452 0.7992  C3 1.508, C5 1.551, C8 1.485, H15 1.134
5 C 2.2318 -0.1023 -0.4551  C4 1.551, C6 1.476, H16 1.070, H17 1.121
6 C 1.9866 1.3320 -0.7017  C5 1.476, O7 1.207, H18 1.257
7 O 0.8934 1.8405 -0.7550  C6 1.207
8 C 0.7325 -1.8038 0.2735  C4 1.485, C9 1.356, H19 1.018
9 C -0.4973 -1.7730 -0.2965  C8 1.356, C10 1.521, H20 0.996
10 C -1.0932 -0.4145 -0.6304  C2 1.606, C9 1.521, N11 1.513, H21 1.140
11 N -2.6004 -0.3475 -0.5171  C10 1.513, H22 1.040, H23 1.051, H24 1.054
12 H -1.5917 2.2494 -0.0289  N1 1.082
13 H -1.7261 2.0779 1.6609  N1 1.060
14 H 0.7199 0.9668 2.1730  C3 1.080
15 H 2.2391 -0.8887 1.6228  C4 1.134
16 H 2.0673 -0.6462 -1.3620  C5 1.070
17 H 3.2955 -0.3374 -0.1925  C5 1.121
18 H 3.0574 1.9785 -0.8274  C6 1.257
19 H 1.1317 -2.7364 0.3626  C8 1.018
20 H -1.0238 -2.4617 -0.7862  C9 0.996
21 H -0.6535 0.0854 -1.5560  C10 1.140
22 H -3.1324 -0.2402 -1.4047  N11 1.040
23 H -2.6121 0.5854 -0.0334  N11 1.051
24 H -3.0376 -1.1468 0.0118  N11 1.054

SMILES: NC1=C[C@H](CC=O)C=C[C@H]1[NH3+]
Gap between HOMO and LUMO in eV: 9.26
Max |F| in eV/A: 5.29
Calculated total energy in a.u.: -497.02659
Net charge: +1